DFT (ωB97M-V/def2-TZVPD) results for 17 unconnected molecules or ions with the total composition C92H112O29 at a distorted geometry.

Structure (XYZ):
```
233
Properties=species:S:1:pos:R:3:forces:R:3:mulliken_charge:R:1
C -16.7139 17.9977 -5.4975 0.04 1.00 -0.30 -0.49
C -17.0367 17.8633 -4.1591 0.23 -1.79 0.42 -0.42
C -16.8679 18.8515 -3.2083 -0.58 0.85 -0.10 0.66
C -16.5736 20.1341 -3.6434 0.94 -0.03 -0.35 -0.78
C -16.2518 20.3235 -4.9922 -0.60 0.35 0.54 -0.49
C -16.3603 19.2823 -5.9126 0.71 0.27 -1.07 0.45
O -16.0426 19.5820 -7.2532 -0.30 0.06 1.19 -0.42
O -17.0657 18.6480 -1.8653 -0.08 -0.71 -0.50 -0.58
H -16.7223 17.1481 -6.1896 -0.19 0.39 0.31 0.32
H -17.3367 16.8602 -3.8369 0.08 0.25 0.09 0.24
H -16.4309 20.9460 -2.9269 -0.19 -0.26 -0.24 0.51
H -15.9609 21.3394 -5.2666 -0.02 -0.42 -0.33 0.39
H -15.8806 18.7588 -7.7604 -0.13 -0.03 0.07 -0.05
H -17.1955 17.6906 -1.7784 -0.02 0.33 0.39 0.30
C -20.3519 22.7471 -8.1476 0.74 -0.79 0.32 0.05
C -19.4376 23.5519 -7.4607 -0.16 -0.45 -0.19 -0.22
C -19.3761 24.9084 -7.7017 1.29 -0.16 1.35 -0.17
C -20.1776 25.4639 -8.6490 -0.50 1.44 -1.35 -0.77
C -21.0632 24.6931 -9.4010 -0.13 -1.00 0.76 -0.81
C -21.1736 23.3232 -9.0929 -0.73 0.62 -0.73 0.41
O -22.1405 22.5841 -9.8097 0.42 -0.20 0.95 0.17
O -18.4403 25.6707 -6.9923 -0.81 -0.96 -0.64 -0.68
H -20.3199 21.6462 -8.0056 -0.24 0.79 -0.06 0.15
H -18.6800 23.1645 -6.7913 -0.51 -0.44 0.08 0.88
H -20.0366 26.5364 -8.8214 -0.31 -0.36 -0.16 0.38
H -21.7215 25.0667 -10.1796 0.22 0.35 0.16 0.29
H -22.5126 21.8777 -9.2243 0.26 0.39 -0.35 -0.18
H -17.9290 25.0001 -6.4842 0.05 0.71 -0.05 0.35
C -18.0436 16.3415 -15.0596 -0.13 0.38 0.82 -0.83
C -17.4524 15.2613 -14.3969 0.15 0.81 -0.56 -0.88
C -17.7780 15.0076 -13.0586 0.67 -0.73 -0.13 0.69
C -18.6964 15.7703 -12.3902 -0.83 0.77 -0.31 -0.80
C -19.3285 16.8069 -13.0795 -0.93 0.80 0.56 1.48
C -18.9993 17.1340 -14.3778 0.19 -0.91 -1.20 -0.97
O -19.6149 18.1022 -15.1321 0.39 0.11 0.08 -0.05
O -17.1816 13.9817 -12.3344 -0.32 0.47 0.04 -0.54
H -17.7584 16.6531 -16.0699 -0.14 -0.42 0.31 0.50
H -16.6927 14.7036 -14.9640 -0.36 -0.01 0.58 0.28
H -19.0191 15.5962 -11.3677 0.24 -0.27 -0.12 0.65
H -20.1476 17.3632 -12.5841 0.64 -0.27 -0.23 0.14
H -20.5034 18.3774 -14.8173 0.10 -0.21 0.45 0.14
H -16.5879 13.5041 -12.9098 0.32 -0.25 -0.15 0.26
C -15.0931 21.8002 -9.8570 -1.42 -0.16 1.30 0.12
C -14.3850 22.2438 -10.9590 -0.16 -0.07 0.55 0.01
C -14.4645 23.5802 -11.2783 0.26 0.60 -0.46 0.43
C -15.3773 24.4254 -10.6292 0.45 -0.42 0.21 -1.09
C -16.1399 23.9607 -9.5500 0.45 -0.91 -0.38 -0.04
C -15.9858 22.6220 -9.1225 0.49 1.12 -1.64 -0.49
O -16.7650 22.1864 -8.0760 0.27 0.59 -0.36 1.64
O -13.5653 24.0198 -12.2551 -0.92 -0.20 0.62 -0.60
H -15.0455 20.7894 -9.4806 0.32 -0.38 -0.35 0.08
H -13.7459 21.5940 -11.5452 0.06 -0.04 0.21 0.35
H -15.4457 25.4665 -10.9294 -0.07 -0.06 0.00 0.27
H -16.8486 24.6265 -9.0848 -0.11 0.05 0.25 0.59
H -16.5275 21.2919 -7.8209 0.27 -0.96 0.10 -0.87
H -13.4815 24.9616 -12.1152 0.15 0.44 -0.26 0.33
C -12.5846 18.6166 -10.4182 -1.53 -0.07 0.71 -0.73
C -13.5122 18.2869 -9.4076 0.52 -0.19 -0.71 -0.25
C -14.7519 17.7728 -9.7515 0.70 0.75 -3.00 -0.27
C -15.1696 17.6809 -11.1371 1.47 0.52 2.14 0.32
C -14.2095 18.0324 -12.0882 -1.23 -0.36 -0.82 -0.48
C -12.9727 18.5284 -11.7523 1.40 0.01 1.24 0.48
O -12.0829 18.8480 -12.7387 -0.35 -0.12 -0.95 -0.58
O -15.5321 17.4493 -8.7301 -1.33 -0.44 1.51 -0.66
H -11.6053 18.9394 -10.1359 0.48 0.26 0.00 0.38
H -13.3080 18.3594 -8.3345 0.25 0.02 -0.48 0.42
H -16.2043 17.4301 -11.3550 0.28 -0.24 -0.27 0.20
H -14.4140 17.9077 -13.1529 -0.14 0.18 0.25 0.46
H -11.3109 19.3288 -12.4296 -0.15 -0.06 0.37 0.34
H -16.1515 16.7472 -8.9750 -0.38 -0.41 -0.25 0.13
C -15.3705 25.2865 -4.6365 0.92 0.51 0.10 -0.67
C -14.2242 25.9605 -4.2958 0.74 -0.45 -0.41 -0.65
C -13.0466 25.6569 -4.9749 -0.05 -0.35 -0.39 0.80
C -13.0261 24.6747 -5.9493 -0.68 0.15 -0.30 -0.84
C -14.2181 24.0377 -6.3537 0.86 0.25 -0.27 -0.27
C -15.3665 24.3799 -5.6918 -1.92 -0.17 1.18 0.51
O -16.6314 23.8059 -5.8837 0.74 0.88 0.71 -0.67
O -11.8700 26.3088 -4.7547 -0.02 0.32 0.56 -0.55
H -16.2001 25.5422 -4.0178 -0.99 -0.34 -0.19 0.47
H -14.2231 26.6719 -3.4907 -0.03 0.28 0.22 0.32
H -12.0741 24.5204 -6.4291 0.03 -0.30 -0.25 0.43
H -14.2441 23.3579 -7.2111 0.12 0.12 0.43 0.54
H -16.6286 23.2557 -6.6554 0.12 -0.95 -1.20 0.28
H -12.0328 26.9248 -4.0294 0.32 0.03 -0.11 0.27
C -22.8317 23.2800 -16.2210 0.29 0.11 1.15 -0.51
C -22.9238 23.6139 -17.5786 -0.31 -0.84 0.06 -0.54
C -22.6562 22.6553 -18.5310 0.78 -1.12 0.36 0.23
C -22.2258 21.3929 -18.0571 0.24 0.04 -0.56 -0.69
C -22.1123 21.0451 -16.6882 0.29 1.53 -1.23 -0.73
C -22.3851 22.0327 -15.7318 -0.70 -0.37 -1.45 0.28
O -22.2817 21.6344 -14.4030 0.05 0.25 -0.76 0.27
O -22.7847 22.9941 -19.8826 0.26 -0.36 0.89 -0.59
H -23.0653 24.0233 -15.4652 -0.08 0.11 -0.18 0.44
H -23.2700 24.5348 -18.0054 -0.08 0.70 0.59 0.47
H -21.8890 20.7166 -18.8494 -0.18 -0.26 0.53 0.28
H -21.6719 20.1059 -16.4018 -0.14 -0.30 -0.09 0.65
H -22.6701 22.2677 -13.7841 -0.06 0.44 0.27 -0.13
H -22.1308 22.5313 -20.4308 -0.24 0.00 0.43 0.32
C -23.8543 25.4483 -12.9906 -0.32 0.09 0.20 0.06
C -24.6684 26.5554 -12.8303 -0.62 -0.07 0.78 -0.95
C -25.5144 26.6800 -11.7159 1.63 -1.28 0.49 0.37
C -25.3645 25.7552 -10.6992 0.21 -1.96 0.01 -0.68
C -24.5477 24.6028 -10.8337 -0.15 1.11 -1.38 -0.49
C -23.8130 24.4391 -12.0285 -0.52 0.79 0.66 0.47
O -23.0035 23.3632 -12.2637 -0.04 -0.18 -0.07 0.72
O -26.4028 27.6698 -11.6139 -0.77 1.44 -0.88 -0.57
H -23.2460 25.3939 -13.8823 0.06 -0.13 0.10 -0.02
H -24.6410 27.3621 -13.5234 -0.10 0.37 -0.65 0.47
H -26.0054 25.7298 -9.8263 -0.06 0.51 0.05 0.35
H -24.5744 23.8600 -10.0542 0.23 -0.16 0.07 0.52
H -22.7426 23.0224 -11.3904 0.29 -0.36 0.18 -0.47
H -26.5486 27.9686 -10.7180 0.07 -0.21 0.34 0.32
C -17.8351 13.4386 -8.2845 1.52 -2.14 -0.46 -0.49
C -18.7147 12.8807 -7.3799 -0.05 0.25 -0.29 -0.81
C -19.7895 13.6313 -6.9668 0.00 1.04 -0.08 0.24
C -19.9104 14.9533 -7.4680 -0.35 -1.22 0.50 0.35
C -18.9948 15.4692 -8.3789 -1.04 0.27 0.53 1.65
C -17.9490 14.6755 -8.7997 0.15 2.54 -0.72 -0.75
O -16.9909 15.3318 -9.6242 -0.42 -0.78 0.65 -0.51
O -20.6501 13.0784 -6.0633 -0.19 0.26 -0.04 -0.63
H -17.0212 12.8054 -8.6307 0.07 0.16 0.09 0.44
H -18.5363 11.8790 -7.0503 -0.14 -0.36 0.28 0.46
H -20.7885 15.4833 -7.1151 0.15 0.41 -0.23 -0.11
H -19.1321 16.4806 -8.7593 0.09 -0.13 0.01 -0.20
H -17.0112 15.0020 -10.5322 0.08 -0.35 -0.08 -0.16
H -21.3524 13.6982 -5.8152 0.28 -0.11 -0.19 0.34
C -19.2333 19.4590 -19.9545 -0.68 -1.34 0.23 -0.19
C -18.5258 20.3619 -20.7099 0.13 -0.10 0.78 -0.95
C -17.7533 21.2416 -19.9896 1.86 1.04 0.60 0.35
C -17.6599 21.2503 -18.5938 -1.37 -0.79 0.01 -0.89
C -18.4147 20.3280 -17.8436 0.98 1.34 -0.87 1.08
C -19.1677 19.4228 -18.5624 -0.49 -0.37 0.86 -0.34
O -19.9118 18.4828 -17.8966 -0.10 -0.31 0.08 -0.59
O -16.9352 22.1604 -20.6498 0.59 0.03 -0.57 -0.58
H -19.7974 18.6560 -20.4264 -0.05 0.23 0.03 0.43
H -18.5066 20.3063 -21.7834 -0.02 0.22 -0.18 0.50
H -17.1076 22.0116 -18.0691 0.28 0.09 -0.11 0.62
H -18.3958 20.4235 -16.7589 -0.13 -0.43 -0.37 0.01
H -19.6749 18.4061 -16.9409 0.00 0.21 -0.77 0.32
H -15.9918 21.8972 -20.5995 -1.02 0.11 0.11 0.32
C -26.2126 18.1601 -8.1383 1.67 0.42 1.71 -0.47
C -25.0947 18.9287 -7.6646 0.03 -0.14 -0.84 -0.61
C -24.4262 19.8057 -8.5524 -0.34 -0.63 0.83 0.11
C -24.9102 19.9936 -9.8323 -1.18 -0.18 -0.06 -0.73
C -26.0715 19.3081 -10.2169 0.64 0.35 -0.12 -0.19
C -26.6705 18.3545 -9.3966 -0.27 0.43 -1.32 0.67
O -27.7356 17.5996 -9.8452 0.26 0.64 -0.26 -0.62
O -23.2995 20.5267 -8.1898 -0.25 -0.17 0.06 -0.51
H -26.7211 17.3791 -7.5789 0.27 0.31 0.41 0.43
H -24.6604 18.8709 -6.6570 -0.52 -0.33 -0.36 0.49
H -24.4678 20.7516 -10.4672 0.04 -0.14 -0.15 0.53
H -26.5183 19.5188 -11.1790 0.11 -0.04 -0.21 0.28
H -27.9730 17.9837 -10.7049 -0.14 -0.45 0.23 0.30
H -22.9184 20.1702 -7.3635 -0.09 -0.05 0.16 0.04
C -25.5244 18.1211 -13.8842 0.00 1.41 -1.03 -0.49
C -24.3777 18.8821 -14.0174 0.09 0.01 -0.19 -0.65
C -23.1616 18.2386 -14.0504 0.08 -0.95 -0.44 0.42
C -23.1038 16.8435 -14.0460 0.20 -0.28 0.96 -0.15
C -24.2638 16.0655 -13.8958 -0.24 0.89 0.33 -0.75
C -25.4857 16.7616 -13.8416 -0.79 -0.95 0.32 0.24
O -26.7729 16.1985 -13.7446 1.51 -0.78 0.34 -0.60
O -21.9688 18.8968 -14.1762 0.12 -0.09 0.19 1.02
H -26.4755 18.6183 -14.0479 -0.06 -0.15 0.46 0.50
H -24.4364 19.9411 -14.2102 -0.02 0.24 0.23 0.54
H -22.0881 16.4195 -13.9957 -0.66 -0.13 -0.24 0.32
H -24.2265 14.9940 -13.7092 0.09 0.15 -0.34 0.33
H -26.6473 15.3386 -13.3099 -0.36 0.18 -0.27 0.33
H -22.1166 19.8529 -14.2023 -0.04 0.61 0.05 -1.01
C -15.3031 20.4750 -14.5576 0.06 0.33 0.11 -0.56
C -16.5977 20.1359 -13.8004 0.23 0.68 -0.28 1.68
C -17.5390 21.1695 -14.4102 -1.57 0.98 -0.49 2.34
O -16.8306 22.0818 -15.2973 0.38 -1.36 0.26 -0.64
C -15.4768 21.9819 -14.7795 -1.60 -0.22 0.09 -0.39
H -15.2285 19.9349 -15.5186 -0.11 0.38 0.30 0.39
H -14.4050 20.2898 -13.9981 0.45 -0.32 0.37 0.24
H -16.5133 20.4210 -12.7466 0.42 -0.47 -0.11 -0.75
H -16.9833 19.1144 -13.8908 0.26 0.15 -0.02 -0.49
H -17.9724 21.8210 -13.6459 -0.07 -0.27 0.21 -1.16
H -18.3984 20.7213 -14.9368 0.42 0.21 0.05 -0.87
H -15.5464 22.5818 -13.8583 0.81 -0.42 0.17 -0.22
H -14.7878 22.4330 -15.4582 0.39 0.28 -0.56 0.56
C -19.6459 24.1250 -13.7281 0.20 0.94 0.86 0.34
C -18.9756 24.0647 -12.2850 -0.62 0.76 -1.93 1.86
C -18.5418 25.5192 -12.1506 0.56 1.08 0.01 -0.50
O -19.5778 26.3722 -12.7085 0.18 -2.01 -0.75 -0.53
C -20.1580 25.5907 -13.8274 0.48 0.09 0.90 -0.18
H -20.4608 23.4316 -13.8805 -0.19 -0.27 0.18 -0.89
H -18.9112 23.9264 -14.5096 0.16 0.01 0.16 0.62
H -18.1743 23.3450 -12.3466 0.45 -0.02 0.44 -0.30
H -19.6719 23.7987 -11.5012 -0.24 -0.13 0.09 -0.98
H -17.5773 25.7407 -12.6707 -0.54 -0.41 0.02 0.22
H -18.3866 25.8730 -11.1297 -0.18 -0.23 0.14 0.26
H -19.8896 26.0659 -14.7726 0.02 0.00 0.04 0.29
H -21.2318 25.6231 -13.6875 -0.12 0.14 -0.05 -0.18
C -20.1914 18.0194 -6.0204 0.45 0.30 -0.88 -0.26
C -19.9123 19.4630 -5.5276 0.94 -1.17 -0.56 1.14
C -21.2528 19.8790 -5.0653 -1.69 0.68 0.61 -0.63
O -22.1813 19.1492 -5.9279 -1.36 2.11 1.37 -0.61
C -21.5428 18.1624 -6.6487 0.18 -0.14 -0.91 1.02
H -20.1732 17.3078 -5.1971 0.01 -0.04 0.05 0.50
H -19.5980 17.6627 -6.8566 0.92 0.06 0.45 -0.39
H -19.5769 20.1104 -6.3367 -0.01 -0.09 -0.24 -0.76
H -19.1222 19.4554 -4.7954 0.10 0.18 0.47 -0.13
H -21.4544 20.9436 -5.2187 0.10 -0.04 -0.11 0.29
H -21.5197 19.7114 -3.9891 0.41 -0.40 -0.86 0.28
H -21.4757 18.4947 -7.7150 0.16 -0.53 0.58 -1.10
H -22.1499 17.2771 -6.5719 -0.27 -0.62 -0.22 0.44
C -18.6848 20.3914 -10.7106 -0.02 -0.14 0.08 1.80
C -20.0866 20.3705 -11.3807 0.78 -0.45 0.84 1.09
C -20.8351 19.3152 -10.5362 -0.91 0.01 -0.80 0.86
O -19.9563 18.6940 -9.6060 0.34 0.48 -0.11 1.13
C -18.6166 19.0596 -9.9660 -0.06 -0.66 -0.18 0.51
H -18.5717 21.2338 -10.0209 -0.02 -0.07 -0.13 -1.06
H -17.8702 20.3959 -11.4376 -0.17 0.35 0.12 -0.48
H -20.0113 20.1156 -12.4201 0.08 -0.50 -0.58 -0.59
H -20.5822 21.3312 -11.3647 -0.08 0.26 0.29 -0.63
H -21.3434 18.5557 -11.1711 0.37 0.25 0.29 -0.94
H -21.6113 19.8164 -9.9764 -0.36 0.00 0.32 -0.34
H -18.2448 18.2614 -10.6346 0.13 0.25 0.06 -0.78
H -18.0051 19.0458 -9.0554 -0.12 0.21 -0.14 -0.02
C -23.3411 16.4346 -9.9384 -0.27 0.86 1.83 2.18
C -22.2366 15.4759 -10.2514 0.45 -1.31 -0.45 0.98
C -22.9006 14.1215 -9.8192 1.69 -0.21 -0.82 -0.45
O -24.2303 14.2181 -10.2483 0.25 0.69 0.55 -0.51
C -24.5777 15.5382 -9.7998 -1.50 -0.08 -0.59 -0.53
H -23.4554 17.2018 -10.6909 -0.17 0.20 -0.20 -0.43
H -23.1750 16.9467 -8.9562 -0.07 -0.23 -0.78 -1.17
H -21.2576 15.6400 -9.7990 -0.28 0.16 0.41 -0.77
H -22.0273 15.5245 -11.3251 -0.21 -0.49 -0.08 -0.33
H -22.8286 14.0351 -8.7217 -0.09 -0.05 -0.07 0.20
H -22.4257 13.2337 -10.2789 -0.28 0.39 0.25 0.44
H -25.0118 15.4910 -8.7789 0.53 0.04 -0.30 0.22
H -25.3905 15.8516 -10.4549 -0.08 0.18 0.06 0.06
```
Positions in Å, forces in eV/Å.

Output
DFT total energy ... -5754.79377 Eh
LUMO energy ... 0.1 eV
HOMO energy ... -0.293 Eh